1.
Here is an isolated molecule of C3H4N2O2 from the Open Molecules 2025 dataset. Energies are from ωB97M-V/def2-TZVPD.

For the HOMO energy, the calculation gives -8.5237 eV. As for the net charge: 0. As for the energy above the lowest of the compared OMol25 structures with the same formula, charge and spin: 205.8 kJ/mol.

XYZ file:
```
11
Properties=species:S:1:pos:R:3:lowdin_charge:R:1
N -1.819 -0.423 -0.086 0.11
C -0.505 -0.078 0.175 -0.38
C 0.050 1.032 0.678 -0.04
O 1.449 0.885 0.713 0.05
C 1.678 -0.084 -0.204 -0.52
O 2.609 -0.088 -0.947 0.16
N 0.529 -0.947 -0.240 0.15
H -1.925 -0.891 -0.979 0.10
H -2.450 0.364 -0.007 0.10
H -0.254 2.061 0.645 0.12
H 0.639 -1.830 0.254 0.15
```

2.
Here is an isolated molecule of C3H6N2OS at a distorted geometry from the Open Molecules 2025 dataset. Energies are from ωB97M-V/def2-TZVPD.

For the HOMO energy, the calculation gives -9.0315 eV. As for the net charge: 0. As for the energy above the lowest of the compared OMol25 structures with the same formula, charge and spin: 340.6 kJ/mol.

XYZ file:
```
13
Properties=species:S:1:pos:R:3:lowdin_charge:R:1
C -1.694 0.216 0.243 -0.35
C -0.155 0.268 -1.506 -0.37
C 1.178 -0.732 0.811 -0.24
N -1.337 0.026 -0.879 0.03
N -2.160 0.067 1.349 0.20
O 2.358 1.030 -0.935 -0.56
S 1.071 0.820 -0.219 0.88
H -0.200 1.177 -2.193 0.12
H 0.151 -0.596 -2.086 0.10
H 1.462 -1.717 0.447 0.05
H 1.884 -0.396 1.632 0.06
H 0.123 -0.712 1.354 0.06
H -2.682 0.547 1.983 0.04
```

3.
Here is a structure of composition C9H24AsO3 from the Open Molecules 2025 dataset. Energies are from ωB97M-V/def2-TZVPD.

For the HOMO energy, the calculation gives -3.1466 eV. As for the net charge: -1.

XYZ file:
```
37
Properties=species:S:1:pos:R:3:lowdin_charge:R:1
C -2.559 -3.485 0.220 -0.12
C -1.045 -3.235 0.212 -0.30
C -0.611 -2.115 -0.728 -0.28
C -1.358 -0.776 -0.627 -0.52
C -0.800 0.153 -1.716 -0.15
As -1.419 0.152 1.228 0.61
C 0.629 -0.037 1.540 -0.36
O 1.357 0.992 0.857 -0.22
C 2.421 0.612 0.053 -0.30
O 2.569 1.521 -0.991 -0.10
C 2.907 2.812 -0.550 -0.20
C 1.672 3.638 -0.195 -0.25
O 0.703 3.511 -1.214 -0.07
H -3.015 -2.932 1.040 0.05
H -3.016 -3.161 -0.713 0.06
H -2.768 -4.546 0.368 0.05
H -0.507 -4.154 -0.038 0.09
H -0.735 -2.974 1.225 0.07
H -0.741 -2.485 -1.758 0.10
H 0.462 -1.933 -0.629 0.08
H -2.401 -0.970 -0.892 0.06
H -1.355 0.025 -2.650 0.06
H -0.847 1.199 -1.428 0.02
H 0.238 -0.094 -1.947 0.06
H -1.655 -1.238 1.977 -0.06
H -1.518 0.882 2.661 -0.10
H -1.161 1.598 0.554 -0.06
H -2.999 0.353 1.054 -0.09
H 0.765 0.129 2.615 0.05
H 1.035 -1.028 1.309 0.05
H 3.351 0.598 0.651 0.13
H 2.273 -0.373 -0.393 0.12
H 3.550 2.758 0.337 0.12
H 3.485 3.298 -1.340 0.12
H 1.955 4.688 -0.056 0.11
H 1.283 3.259 0.750 0.11
H -0.142 3.358 -0.789 0.05
```

4.
Here is a cluster of 10 separate species, C20H40Br20 in total at a distorted geometry from the Open Molecules 2025 dataset. Energies are from ωB97M-V/def2-TZVPD.

For the HOMO energy, the calculation gives -9.6028 eV. As for the net charge: 0. As for the energy above the lowest of the compared OMol25 structures with the same formula, charge and spin: 231.2 kJ/mol.

XYZ file:
```
80
Properties=species:S:1:pos:R:3:lowdin_charge:R:1
Br 1.381 4.508 1.569 0.64
C 2.158 4.810 -0.200 -0.69
C 2.399 6.273 -0.511 -0.67
Br 3.504 6.397 -2.142 0.61
H 1.506 4.290 -0.902 0.02
H 3.123 4.302 -0.204 0.05
H 2.805 6.848 0.322 0.06
H 1.463 6.800 -0.696 0.06
Br -7.083 3.539 -1.879 0.55
C -7.001 1.683 -1.090 -0.65
C -5.571 1.097 -1.197 -0.72
Br -5.614 -0.696 -0.463 0.63
H -7.795 1.120 -1.581 0.05
H -7.279 1.762 -0.039 0.05
H -4.966 1.774 -0.594 0.01
H -5.232 1.137 -2.232 0.06
Br 3.714 2.279 4.129 0.56
C 2.181 1.082 4.556 -0.68
C 1.650 1.107 6.024 -0.51
Br 0.186 -0.338 6.083 0.66
H 2.492 0.088 4.234 0.04
H 1.439 1.416 3.831 -0.01
H 1.376 2.094 6.395 0.07
H 2.433 0.714 6.671 0.05
Br -3.169 -2.243 2.229 0.61
C -2.298 -3.555 3.474 -0.60
C -1.053 -2.995 4.008 -0.73
Br 0.084 -2.529 2.549 0.69
H -2.013 -4.380 2.821 0.05
H -2.964 -3.872 4.278 0.08
H -0.480 -3.732 4.571 0.07
H -1.140 -2.115 4.645 -0.03
Br 1.173 2.472 -3.420 0.61
C 1.120 1.340 -5.093 -0.65
C 0.725 2.152 -6.310 -0.70
Br 0.935 1.095 -7.924 0.63
H 0.457 0.502 -4.880 0.04
H 2.083 0.830 -5.075 0.02
H 1.242 3.107 -6.411 0.05
H -0.318 2.460 -6.237 0.06
Br -2.072 1.373 -0.240 0.64
C -0.113 1.286 -0.365 -0.70
C 0.568 0.938 0.968 -0.66
Br 2.485 0.466 0.630 0.64
H 0.263 2.252 -0.704 -0.01
H 0.133 0.478 -1.054 -0.02
H 0.098 0.057 1.406 -0.01
H 0.414 1.793 1.626 -0.08
Br 2.034 -0.987 -2.546 0.63
C 3.230 -1.638 -3.934 -0.62
C 2.594 -3.072 -4.346 -0.67
Br 3.532 -3.676 -5.975 0.59
H 4.217 -1.646 -3.470 -0.02
H 3.297 -0.985 -4.804 0.04
H 1.547 -2.885 -4.583 0.01
H 2.746 -3.793 -3.543 0.01
Br -4.680 -0.243 5.153 0.61
C -3.741 0.837 3.791 -0.70
C -2.332 1.041 4.254 -0.73
Br -1.462 2.537 3.313 0.68
H -4.246 1.803 3.789 0.05
H -3.800 0.312 2.838 -0.02
H -1.843 0.069 4.183 -0.01
H -2.374 1.321 5.307 0.03
Br 0.610 -3.905 -1.453 0.63
C -1.294 -3.539 -1.096 -0.66
C -1.864 -2.355 -1.856 -0.62
Br -1.593 -2.884 -3.735 0.61
H -1.219 -3.335 -0.028 -0.02
H -1.852 -4.426 -1.396 0.05
H -1.254 -1.456 -1.766 0.01
H -2.820 -1.879 -1.640 0.04
Br 5.285 -1.447 -1.050 0.63
C 3.992 -2.514 -0.030 -0.69
C 3.998 -4.070 -0.415 -0.68
Br 5.754 -4.946 -0.250 0.58
H 3.009 -2.084 -0.226 -0.08
H 4.192 -2.540 1.041 0.06
H 3.545 -4.268 -1.386 0.00
H 3.358 -4.612 0.281 0.04
```

5.
Here is an isolated molecule of C2BrClFIO at a distorted geometry from the Open Molecules 2025 dataset. Energies are from ωB97M-V/def2-TZVPD.

For the HOMO energy (alpha / beta), the calculation gives -8.7729 / -10.1927 eV. As for the expectation value of S²: 2.016. As for the net charge: 0. The spin multiplicity is 3. As for the energy above the lowest of the compared OMol25 structures with the same formula, charge and spin: 22.5 kJ/mol.

XYZ file:
```
7
Properties=species:S:1:pos:R:3:mulliken_spin:R:1
C 1.068 -0.300 0.466 0.04
C 0.300 0.593 -0.349 0.68
O 0.676 -0.784 1.489 0.23
F 0.640 0.892 -1.596 0.08
Cl 2.710 -0.510 -0.111 0.01
Br -3.758 -0.765 -0.115 0.67
I -1.636 0.876 0.216 0.29
```

6.
Here is a cluster of 3 separate species, C4H15N2O in total at a distorted geometry from the Open Molecules 2025 dataset. Energies are from ωB97M-V/def2-TZVPD.

For the HOMO energy, the calculation gives -13.6992 eV. As for the net charge: +1. As for the energy above the lowest of the compared OMol25 structures with the same formula, charge and spin: 791.7 kJ/mol.

XYZ file:
```
22
Properties=species:S:1:pos:R:3:lowdin_charge:R:1
C -1.768 -2.033 -0.769 -0.26
N -2.560 -0.802 -0.637 0.17
C -0.516 -1.643 -1.564 -0.08
N 1.089 1.753 -0.320 0.16
C 2.073 1.931 0.740 -0.25
C 2.422 0.528 1.274 -0.07
H -2.326 -2.764 -1.300 0.11
H -1.419 -2.433 0.244 0.16
H -2.028 -0.242 0.042 0.03
H -3.534 -0.984 -0.315 0.14
H -0.813 -1.236 -2.594 0.11
H 0.103 -2.519 -1.757 0.08
H 0.022 -0.862 -0.992 0.05
H 0.773 2.648 -0.718 0.13
H 3.018 2.355 0.286 0.16
H 1.765 2.584 1.573 0.14
H 3.111 0.636 2.082 0.08
H 2.897 -0.055 0.533 0.07
H 1.486 0.060 1.597 0.06
H 0.235 1.267 0.035 0.04
H -1.096 0.541 1.801 0.05
O -0.645 0.207 1.013 -0.10
```